A molecular structure, C49H40AsIN3NaOPS6, computed with wB97M-V/def2-TZVPD.

- frontier orbital gap (eV) = 5.7
- net charge = -1
- highest occupied orbital energy (eV) = -3.9224
- ΔE to the lowest compared entry with this formula, charge and spin (eV) = 1.606
- E (Ha) = -7557.15531

The geometry in XYZ format:
```
103
C49H40AsIN3NaOPS6 | the Open Molecules 2025 dataset | wB97M-V/def2-TZVPD
Na -0.0468 0.1293 0.5260
I -2.7162 1.6995 -0.2198
C -4.7113 0.9584 -0.2675
C -5.6525 1.9637 -0.2769
C -7.0162 1.6950 -0.3636
C -7.4270 0.3979 -0.4549
C -6.4928 -0.6573 -0.4365
C -6.9842 -1.9735 -0.5374
C -6.1363 -3.0403 -0.5067
C -4.7683 -2.8170 -0.3470
C -4.2229 -1.5508 -0.2567
P -2.3893 -1.5215 0.0259
C -2.3954 -1.7677 1.8303
C -3.4972 -1.5501 2.6511
C -3.3838 -1.7243 4.0204
C -2.1730 -2.0940 4.5826
C -1.0668 -2.2873 3.7697
C -1.1770 -2.1248 2.4050
C -1.9336 -3.1856 -0.6007
C -1.6427 -3.2268 -1.9622
C -1.2453 -4.4059 -2.5631
C -1.1165 -5.5577 -1.8037
C -1.3892 -5.5200 -0.4459
C -1.8027 -4.3452 0.1543
C -5.0843 -0.4098 -0.3209
H -5.3121 2.9855 -0.2288
H -7.7238 2.5087 -0.3722
H -8.4758 0.1500 -0.5329
H -8.0505 -2.1129 -0.6436
H -6.5067 -4.0517 -0.5928
H -4.1217 -3.6806 -0.2871
H -4.4515 -1.2658 2.2257
H -4.2515 -1.5804 4.6521
H -2.0898 -2.2420 5.6503
H -0.1174 -2.5836 4.1904
H -0.3185 -2.3193 1.7738
H -1.7209 -2.3161 -2.5447
H -1.0115 -4.4222 -3.6189
H -0.7706 -6.4733 -2.2621
H -1.2644 -6.4118 0.1533
H -2.0170 -4.3246 1.2147
S 2.6174 0.1571 -0.4097
C 3.4987 1.6262 -0.1735
C 4.8839 1.6285 0.0036
C 5.5564 2.8172 0.1966
C 4.8620 4.0181 0.2381
C 3.4871 4.0245 0.0492
C 2.7976 2.8459 -0.1882
As 0.8707 2.6586 -0.3754
C 0.4460 4.5839 -0.2714
C -0.0984 5.0184 0.9330
C -0.3586 6.3581 1.1631
C -0.0741 7.2927 0.1814
C 0.4636 6.8772 -1.0268
C 0.7221 5.5348 -1.2503
C 0.6017 2.4099 -2.2934
C -0.5950 2.8734 -2.8386
C -0.9823 2.5206 -4.1185
C -0.1618 1.7175 -4.8940
C 1.0547 1.2943 -4.3871
C 1.4277 1.6288 -3.0955
H 5.4180 0.6874 -0.0162
H 6.6338 2.8157 0.3063
H 5.3922 4.9461 0.4102
H 2.9491 4.9680 0.0770
H -0.3214 4.2744 1.6940
H -0.7831 6.6776 2.1056
H -0.2652 8.3429 0.3578
H 0.6880 7.6084 -1.7934
H 1.1517 5.2178 -2.1962
H -1.2405 3.5175 -2.2463
H -1.9312 2.8620 -4.5101
H -0.4647 1.4339 -5.8923
H 1.7127 0.6909 -4.9976
H 2.3616 1.2570 -2.6950
C -1.6989 1.4621 5.2718
N -0.4992 0.9712 4.6432
C 0.5461 0.4979 5.3473
C 1.6443 0.0037 4.7332
C 1.6688 0.0437 3.2970
N 0.6317 0.5260 2.6243
C -0.4652 0.9699 3.2334
O -1.4390 1.3837 2.6276
N 2.7096 -0.3755 2.6026
H -1.6027 1.3973 6.3543
H -2.5543 0.8738 4.9335
H -1.8748 2.4977 4.9765
H 0.4467 0.5350 6.4246
H 2.4693 -0.4001 5.2945
H 3.4768 -0.8532 3.0447
H 2.6860 -0.2889 1.5611
C 0.8137 -5.4260 3.2688
S 2.2721 -4.5337 2.6236
C 2.2800 -5.1330 0.9843
C 1.8728 -4.4062 -0.0953
S 1.2514 -2.8656 -0.0868
S 2.0618 -5.3082 -1.6375
C 2.5518 -6.8387 -0.9761
S 2.7501 -8.1984 -1.8741
S 2.8252 -6.7863 0.7279
H 0.6957 -5.1620 4.3136
H 0.9898 -6.4917 3.1682
H -0.0626 -5.1273 2.7048
```


A molecular structure, C49H40Cl2CuN2O2P2Si, computed with wB97M-V/def2-TZVPD.

- frontier orbital gap (alpha / beta) (eV) = 6.7 / 6.7
- highest occupied orbital energy (alpha / beta) (eV) = -6.4157 / -7.1747
- ΔE to the lowest compared entry with this formula, charge and spin (eV) = 1.491
- multiplicity = 2
- E (Ha) = -5684.32968

The geometry in XYZ format:
```
99
C49H40Cl2CuN2O2P2Si | the Open Molecules 2025 dataset | wB97M-V/def2-TZVPD
Cu 0.2390 0.4452 -1.0025
C 2.6868 1.3913 1.0291
Si 1.0417 0.4923 1.3265
C 1.6968 -0.8882 2.4660
C 2.1161 -0.6107 3.7748
C 2.7697 -1.5647 4.5351
C 3.0279 -2.8314 4.0037
C 2.6089 -3.1267 2.7186
C 1.9485 -2.1643 1.9510
P 1.2500 -2.4849 0.2791
C 0.1493 -3.9280 0.5933
C -0.9488 -3.6764 1.4221
C -1.8462 -4.6821 1.7376
C -1.6760 -5.9588 1.2114
C -0.5999 -6.2161 0.3781
C 0.3088 -5.2072 0.0717
C 2.6192 -3.1464 -0.7379
C 3.9602 -2.9708 -0.3905
C 4.9760 -3.3421 -1.2645
C 4.6695 -3.8913 -2.5015
C 3.3392 -4.0512 -2.8687
C 2.3271 -3.6707 -1.9996
C 0.0234 1.6652 2.4593
C 0.6981 2.5819 3.2842
C 0.0147 3.4826 4.0899
C -1.3788 3.4914 4.0900
C -2.0623 2.5918 3.2862
C -1.3740 1.6953 2.4674
P -2.2169 0.4495 1.4014
C -3.0196 1.5240 0.1351
C -3.6073 0.9076 -0.9735
C -4.1462 1.6560 -2.0098
C -4.1041 3.0458 -1.9631
C -3.5402 3.6724 -0.8637
C -3.0091 2.9158 0.1762
C -3.6212 -0.1035 2.4564
C -4.9629 0.1857 2.2355
C -5.9454 -0.3190 3.0836
C -5.5983 -1.1153 4.1641
C -4.2589 -1.4135 4.3931
C -3.2853 -0.9203 3.5403
H 3.2093 1.5506 1.9766
H 2.5882 2.3488 0.5152
H 3.3261 0.7471 0.4143
H 1.9049 0.3532 4.2215
H 3.0717 -1.3319 5.5498
H 3.5457 -3.5765 4.5956
H 2.7846 -4.1132 2.3026
H -1.0995 -2.6763 1.8179
H -2.6882 -4.4689 2.3847
H -2.3813 -6.7454 1.4491
H -0.4590 -7.2074 -0.0355
H 1.1577 -5.4357 -0.5598
H 4.2160 -2.5439 0.5726
H 6.0110 -3.1999 -0.9758
H 5.4607 -4.1863 -3.1794
H 3.0879 -4.4677 -3.8372
H 1.2902 -3.7693 -2.3145
H 1.7804 2.6021 3.2984
H 0.5655 4.1689 4.7231
H -1.9249 4.1921 4.7105
H -3.1469 2.5884 3.2877
H -3.6449 -0.1733 -1.0220
H -4.5894 1.1515 -2.8603
H -4.5116 3.6325 -2.7770
H -3.5109 4.7544 -0.8082
H -2.5882 3.4238 1.0328
H -5.2527 0.8155 1.4020
H -6.9863 -0.0830 2.8972
H -6.3645 -1.5071 4.8221
H -3.9766 -2.0377 5.2322
H -2.2427 -1.1660 3.7184
Cl -3.2189 -4.4297 -5.4062
C -2.5577 -3.4097 -4.1522
C -3.0750 -3.5051 -2.8414
C -2.5818 -2.7336 -1.8319
Cl -3.2337 -2.9108 -0.2306
C -1.4936 -1.8098 -2.0312
O -1.0114 -1.1945 -1.0690
C -1.0106 -1.7418 -3.3796
C 0.0545 -0.8536 -3.7405
O 0.7001 -0.1223 -2.9785
C -1.5510 -2.5354 -4.4163
H -3.8733 -4.2057 -2.6316
H 0.3235 -0.8508 -4.8131
H -1.1501 -2.4477 -5.4205
N 1.0699 6.3929 -2.6500
C 0.9412 5.0996 -2.2418
C 1.0586 4.0324 -3.1374
C 0.8912 2.7457 -2.6832
N 0.6085 2.4346 -1.4031
C 0.5095 3.4645 -0.5504
C 0.6689 4.7797 -0.9093
H 1.3884 6.5979 -3.5787
H 1.1179 7.1317 -1.9736
H 1.2807 4.2066 -4.1829
H 0.9889 1.9105 -3.3634
H 0.2903 3.2175 0.4773
H 0.5773 5.5529 -0.1564
```